Record 1
Here is a molecular structure, Cl2H2O2P2 at a distorted geometry from the OMol25 dataset. Energies are from wB97M-V/def2-TZVPD.

Each line ends with the Löwdin charge.
Element x y z (Å)
O: 3.2800 0.0446 -1.9123  -0.364
O: 1.6921 0.3910 0.0866  -0.768
P: 0.3925 -0.4656 -0.5361  0.798
P: 3.1933 0.0637 -0.4484  -0.400
Cl: 3.6393 -1.4537 0.5729  0.497
Cl: 4.0158 1.6416 0.3973  0.424
H: 0.1177 0.3302 -1.7568  -0.064
H: -0.3966 0.3561 0.1901  -0.122

Cartesian forces, eV/Å:
0.41 -0.57 0.77
1.36 -0.43 -0.64
0.11 0.10 -1.50
-2.86 3.12 -1.81
1.16 -2.43 1.27
0.89 0.35 0.30
0.36 -0.64 0.87
-1.42 0.50 0.75

Computed properties:
Multiplicity: 1
Orbital gap: 10.6 eV
Molar mass: 166.9 g mol⁻¹


Record 2
Here is a single Cl2H2S molecule at a distorted geometry from the OMol25 dataset. Energies are from wB97M-V/def2-TZVPD.

Each line ends with the Löwdin charge.
Element x y z (Å)
H: 1.0763 0.0503 1.6567  -0.193
H: 0.7449 1.0211 0.0021  -0.211
S: 0.7651 -0.2603 0.3917  0.356
Cl: -1.1621 0.4255 -1.5622  0.061
Cl: -1.4242 -1.2366 -0.4883  -0.012

Cartesian forces, eV/Å:
0.37 0.07 0.03
0.28 -0.09 0.32
2.99 1.34 1.70
-0.74 -0.40 -0.41
-2.91 -0.92 -1.63

Computed properties:
Multiplicity: 1
Orbital gap: 7.8 eV
Molar mass: 105.0 g mol⁻¹


Record 3
Here is a single Cl2H3N2P molecule at a distorted geometry from the OMol25 dataset. Energies are from wB97M-V/def2-TZVPD.

Each line ends with the Löwdin charge.
Element x y z (Å)
N: -0.5041 -0.0048 -1.6912  -0.226
N: -0.8898 -0.1378 0.9862  -0.168
P: 0.1049 -0.2212 -0.3061  0.042
Cl: 1.2135 -1.7570 0.1025  0.386
Cl: 1.8975 1.5219 0.3790  -0.185
H: 0.1366 0.4272 -2.3550  0.001
H: -0.1718 -0.2314 1.7277  0.030
H: -1.7868 0.4031 1.1569  0.119

Cartesian forces, eV/Å:
0.63 0.38 0.48
0.31 -0.01 0.56
-0.32 3.11 -0.29
0.88 -1.01 0.29
-1.76 -1.72 -0.71
-0.29 -0.30 -0.17
-1.55 0.29 0.45
2.11 -0.74 -0.60

Computed properties:
Multiplicity: 1
Orbital gap: 9.5 eV
Molar mass: 132.9 g mol⁻¹


Record 4
Here is 2 unconnected molecules or ions with the total composition Cl2H4Si2 at a distorted geometry from the OMol25 dataset. Energies are from wB97M-V/def2-TZVPD.

Each line ends with the Löwdin charge.
Element x y z (Å)
Si: 2.1627 -0.0127 -0.5586  0.595
Si: -1.7170 0.0536 1.0429  -0.187
Cl: -1.9594 -1.3428 -0.4036  0.159
Cl: -2.2377 1.7974 0.0372  0.112
H: 1.3692 -1.2051 -0.6760  -0.201
H: 1.7263 1.3390 -0.9116  -0.162
H: 3.5120 -0.5311 -0.4657  -0.187
H: -2.8562 -0.0982 1.9354  -0.129

Cartesian forces, eV/Å:
-0.09 -0.25 0.81
-0.17 0.82 -0.63
0.16 -0.74 -0.31
0.34 0.13 0.24
-0.85 -0.19 -0.35
0.13 -0.08 -0.28
0.65 0.52 -0.12
-0.17 -0.21 0.65

Computed properties:
Multiplicity: 1
Orbital gap (alpha / beta): 5.6 / 8.2 eV
Molar mass: 131.1 g mol⁻¹


Record 5
Here is a molecular structure, Cl2H4Si3 at a distorted geometry from the OMol25 dataset. Energies are from wB97M-V/def2-TZVPD.

Each line ends with the Löwdin charge.
Element x y z (Å)
Si: -0.3005 1.8395 -0.9278  0.035
Si: 0.1772 -1.6789 0.8100  0.008
Si: -1.0178 -0.3184 -0.5895  0.264
Cl: 1.0257 0.8763 -2.4386  0.016
Cl: -1.1157 -1.0520 2.4471  0.070
H: 1.0053 2.3322 0.3447  -0.015
H: -1.0384 2.9726 -1.5343  -0.122
H: 1.4509 -2.0521 1.4963  -0.093
H: -0.1867 -2.9193 0.3921  -0.162

Cartesian forces, eV/Å:
3.99 0.27 1.99
1.02 1.99 2.30
-1.02 -0.11 -0.89
-1.13 0.48 0.81
0.37 -0.26 -0.93
-2.30 -0.36 -2.20
0.10 -0.22 0.06
0.09 0.77 -0.23
-1.14 -2.56 -0.92

Computed properties:
Multiplicity: 1
Orbital gap: 6.9 eV
Molar mass: 159.2 g mol⁻¹


Record 6
Here is a molecular structure, Cl2HNS at a distorted geometry from the OMol25 dataset. Energies are from wB97M-V/def2-TZVPD.

Each line ends with the Löwdin charge.
Element x y z (Å)
N: -0.1903 0.4270 0.0883  -1.412
S: 0.6523 -0.7256 -0.7921  0.550
Cl: 0.7194 1.9406 0.0249  0.462
Cl: -0.6237 -0.0852 1.7276  0.442
H: -0.5577 -1.5568 -1.0488  -0.042

Cartesian forces, eV/Å:
-0.84 1.20 0.33
-1.41 -2.34 -0.84
-0.39 -0.80 0.44
0.51 0.42 -0.29
2.12 1.52 0.36

Computed properties:
Multiplicity: 1
Orbital gap: 8.6 eV
Molar mass: 118.0 g mol⁻¹


Record 7
Here is 2 unconnected molecules or ions with the total composition Cl2O2P at a distorted geometry from the OMol25 dataset. Energies are from wB97M-V/def2-TZVPD.

Each line ends with the Löwdin charge.
Element x y z (Å)
O: 0.7695 0.5394 1.3457  -0.425
O: 0.2040 0.5493 -1.2738  -0.424
P: 0.1805 -0.0607 0.0701  0.108
Cl: -2.8125 -0.1823 -0.1083  -0.518
Cl: 0.3184 -2.0845 0.0116  0.258

Cartesian forces, eV/Å:
-1.77 -1.79 -2.66
0.14 -0.70 0.99
0.34 2.11 1.12
1.36 -0.01 0.39
-0.08 0.38 0.16

Computed properties:
Net charge: -1
Multiplicity: 1
Orbital gap: 8.0 eV
Molar mass: 133.9 g mol⁻¹


Record 8
Here is a single Cl2S molecule at a distorted geometry from the OMol25 dataset. Energies are from wB97M-V/def2-TZVPD.

Each line ends with the Löwdin charge.
Element x y z (Å)
S: -0.6681 0.3383 0.0293  -0.090
Cl: -0.5199 -1.5829 0.2040  0.073
Cl: 1.1880 1.2446 -0.2333  0.017

Cartesian forces, eV/Å:
0.01 2.31 -0.23
0.61 -1.49 0.09
-0.62 -0.81 0.14

Computed properties:
Multiplicity: 1
Orbital gap: 8.6 eV
Molar mass: 103.0 g mol⁻¹


Record 9
Here is a molecular structure, Cl3F2O12Sr3 at a distorted geometry from the OMol25 dataset. Energies are from wB97M-V/def2-TZVPD.

Each line ends with the Löwdin charge.
Element x y z (Å)
Sr: 3.6581 0.5160 3.5551  1.455
Sr: -1.9171 3.1260 -0.4262  1.649
Sr: -0.8855 -0.6013 3.7059  1.509
F: -0.9618 0.7073 -2.4770  -0.394
F: -0.1366 3.7686 -2.0329  -0.725
Cl: 2.9450 -2.1883 -1.6702  0.634
O: 3.1200 -2.3639 -0.2094  -0.402
O: 3.5416 -3.2406 -2.2618  -0.250
O: 1.5154 -2.3202 -2.0200  -0.253
O: 3.3765 -0.9342 -2.2588  -0.275
Cl: 0.9222 1.1207 1.0106  0.641
O: -0.4254 0.9903 1.4346  -0.509
O: 1.4035 -0.2419 0.9654  -0.351
O: 0.5705 1.8545 -0.1821  -0.362
O: 1.8682 1.9254 1.7970  -0.464
Cl: -3.6917 -0.3933 0.1352  0.576
O: -3.0163 -0.4670 1.3592  -0.468
O: -5.0992 -0.6986 0.6527  -0.367
O: -3.4709 0.8301 -0.2902  -0.391
O: -3.3165 -1.3894 -0.7872  -0.253

Cartesian forces, eV/Å:
-0.68 0.20 -1.40
2.31 -1.24 -2.93
-0.82 0.23 -2.36
-0.27 0.46 0.71
-2.05 -0.07 1.91
-3.90 2.81 2.01
-0.04 1.64 -1.07
3.54 -4.65 -2.92
0.31 0.68 0.90
0.14 -0.33 1.56
-0.12 0.50 -4.78
-3.76 -0.84 5.97
1.00 0.73 0.17
3.19 -0.22 -0.61
0.10 -0.54 1.49
-7.62 -11.50 3.75
4.81 -0.88 5.08
2.10 1.63 -2.52
1.19 11.24 -4.68
0.56 0.16 -0.30

Computed properties:
Net charge: +1
Multiplicity: 1
Orbital gap: 2.0 eV
Molar mass: 599.2 g mol⁻¹


Record 10
Here is a molecular structure, Cl3FZn at a distorted geometry from the OMol25 dataset. Energies are from wB97M-V/def2-TZVPD.

Each line ends with the Löwdin charge.
Element x y z (Å)
Zn: 0.3168 0.1080 -0.3767  0.868
F: 3.1328 -0.9780 0.5789  -0.809
Cl: 0.4437 2.7467 1.0921  -0.575
Cl: -0.6847 -2.7803 0.7732  -0.634
Cl: -3.2087 0.9036 -2.0676  -0.849

Cartesian forces, eV/Å:
0.13 -0.19 2.27
-1.00 0.54 -0.65
-0.07 -1.60 -1.05
0.37 1.34 -0.64
0.56 -0.09 0.07

Computed properties:
Net charge: -2
Multiplicity: 1
Orbital gap: 5.0 eV
Molar mass: 190.7 g mol⁻¹